No. 1
113
Properties=species:S:1:pos:R:3:forces:R:3 method="wB97M-V/def2-TZVPD" total_charge=+2 max_force_ev_per_a=0.6 s_squared=6.010 e_homo_ev="-12.73 / -13.02" orbital_gap_ev="7.45 / 7.04" total_energy_ha=-7054.9743 multiplicity=5 e_lumo_ha="-0.1939 / -0.2197"
Ru -0.0068 0.7693 0.3892 0.0 0.6 -0.3
C 1.2292 -2.6024 0.9385 0.0 0.1 0.1
C 2.5153 -1.9457 0.4585 0.1 0.1 0.0
As 2.2239 -0.2559 -0.5234 -0.2 -0.4 0.1
C 2.2258 -0.7619 -2.3825 0.1 0.0 0.0
C 1.5090 0.0207 -3.2831 0.0 0.0 -0.1
C 1.5405 -0.2691 -4.6409 0.0 0.0 0.0
C 2.2742 -1.3533 -5.0992 0.0 0.0 0.0
C 2.9887 -2.1383 -4.2042 0.0 0.0 0.0
C 2.9773 -1.8380 -2.8493 0.0 0.0 -0.1
C 3.9290 0.6087 -0.2941 0.0 0.0 0.0
C 4.4333 0.7873 0.9924 0.0 0.1 0.0
C 5.6237 1.4726 1.1817 0.0 0.0 0.0
C 6.3057 1.9883 0.0871 0.0 0.0 0.0
C 5.8004 1.8171 -1.1923 0.0 0.0 0.0
C 4.6106 1.1260 -1.3893 0.1 0.0 0.0
As 0.3118 -3.8743 -0.1896 -0.2 0.0 0.1
C -0.2162 -3.8153 -2.0081 0.0 0.0 -0.1
C -0.4896 -5.0634 -2.5716 0.0 0.0 -0.1
C -1.0086 -5.1215 -3.8562 0.0 0.0 0.0
C -1.2440 -3.9523 -4.5642 0.0 0.0 0.0
C -0.9725 -2.7148 -3.9925 0.0 0.0 0.0
C -0.4655 -2.6380 -2.7073 0.0 0.0 0.0
C 1.1728 -5.5186 0.1553 -0.1 -0.1 0.0
C 2.1174 -5.9887 -0.7554 0.0 0.0 0.0
C 2.8291 -7.1401 -0.4519 0.0 0.0 0.0
C 2.5867 -7.8125 0.7377 0.0 0.0 0.0
C 1.6415 -7.3395 1.6390 0.0 0.0 0.0
C 0.9324 -6.1823 1.3566 0.0 0.0 0.0
H 0.4847 -1.8687 1.2435 0.1 -0.1 0.0
H 1.4210 -3.2633 1.7920 0.1 0.1 0.0
H 3.1809 -2.6165 -0.0861 -0.1 0.0 0.0
H 3.0599 -1.6436 1.3557 0.0 0.0 -0.1
H 0.9175 0.8583 -2.9332 0.0 0.0 0.0
H 0.9942 0.3519 -5.3380 0.0 0.0 0.0
H 2.2993 -1.5823 -6.1560 0.0 0.0 0.0
H 3.5742 -2.9729 -4.5666 0.0 0.0 0.0
H 3.5813 -2.4347 -2.1766 0.0 0.0 0.0
H 3.9057 0.4041 1.8602 0.0 0.0 0.0
H 6.0163 1.6074 2.1800 0.0 0.0 0.0
H 7.2333 2.5241 0.2332 0.0 0.0 0.0
H 6.3318 2.2189 -2.0442 0.0 0.0 0.0
H 4.2311 0.9942 -2.3963 0.0 0.0 0.0
H -0.3104 -5.9820 -2.0268 0.0 0.0 0.0
H -1.2282 -6.0823 -4.3004 0.0 0.0 0.0
H -1.6478 -4.0048 -5.5661 0.0 0.0 0.0
H -1.1644 -1.8064 -4.5462 0.0 0.0 0.0
H -0.2826 -1.6737 -2.2565 0.0 0.0 0.0
H 2.2955 -5.4765 -1.6948 0.0 0.0 0.0
H 3.5656 -7.5159 -1.1483 0.0 0.0 0.0
H 3.1370 -8.7156 0.9629 0.0 0.0 0.0
H 1.4552 -7.8728 2.5607 0.0 0.0 0.0
H 0.1912 -5.8192 2.0589 0.0 0.0 0.0
C -0.4005 -1.0165 4.3177 -0.1 0.0 0.1
C -0.2796 0.2874 3.5662 0.1 -0.1 -0.1
C -0.0374 1.4785 4.4669 -0.1 0.0 0.1
O 0.8522 0.1656 2.6164 0.0 0.0 0.0
C -1.4526 0.5237 2.5845 0.0 -0.1 0.2
O -2.3264 -0.3186 2.4398 -0.2 -0.2 0.2
O -1.3142 1.5923 1.8794 0.2 0.0 -0.2
H 0.4693 -1.1695 4.9573 0.0 0.0 0.0
H -0.4933 -1.8538 3.6263 0.0 0.0 0.0
H -1.2920 -1.0046 4.9441 0.0 0.0 0.0
H 0.8734 1.3356 5.0532 0.0 0.0 0.0
H -0.8615 1.5835 5.1727 0.0 0.0 0.0
H 0.0329 2.3978 3.8889 0.0 0.0 0.0
H 1.6451 0.5337 3.0257 0.0 0.1 0.0
C -5.3490 -5.1394 0.1038 0.0 0.0 0.0
C -3.9218 -4.6328 -0.0467 0.0 0.0 -0.1
C -3.5513 -3.3672 0.7862 0.1 0.1 0.1
C -3.6937 -3.6406 2.3326 0.0 -0.1 -0.1
C -4.5711 -2.6824 3.1241 -0.1 -0.1 0.0
C -4.4118 -2.1944 0.3327 0.0 0.1 0.0
O -5.6056 -2.1909 0.3797 -0.1 0.0 0.0
N -3.7484 -1.0575 -0.1816 0.0 -0.2 0.0
C -2.4171 -0.9059 -0.2502 0.0 0.1 0.2
O -1.8966 0.1523 -0.6306 0.1 0.0 -0.1
N -1.6006 -1.9719 0.0694 0.0 -0.1 -0.2
C -2.1146 -3.0641 0.4978 0.0 0.0 0.1
O -1.2612 -4.0809 0.6844 0.1 0.0 0.0
H -5.4688 -6.0212 -0.5247 0.0 0.0 0.0
H -6.0888 -4.4044 -0.1976 0.0 0.0 0.0
H -5.5678 -5.4406 1.1273 0.0 0.0 0.0
H -3.7107 -4.4302 -1.1035 0.0 0.0 0.0
H -3.2233 -5.4110 0.2665 0.0 0.0 0.0
H -2.6894 -3.6520 2.7619 0.0 0.0 0.0
H -4.0745 -4.6558 2.4348 0.0 0.0 0.0
H -4.1943 -1.6626 3.0895 0.0 0.0 0.0
H -4.5762 -3.0027 4.1655 0.0 0.0 0.0
H -5.5987 -2.6946 2.7680 0.0 0.0 0.0
H -4.3323 -0.2549 -0.3846 0.0 0.0 0.0
C 1.1026 3.2441 -1.3938 0.1 -0.1 -0.1
N 0.5203 2.9796 -0.0473 -0.1 0.1 0.0
C -0.6450 3.9175 0.1220 -0.1 -0.1 0.0
N -0.2449 5.2982 -0.0389 0.0 -0.1 0.0
C 0.3397 5.4814 -1.3662 0.0 0.0 -0.1
N 1.5118 4.6191 -1.5608 0.0 0.0 0.1
C 2.5014 4.9401 -0.5273 0.1 0.0 0.0
N 1.9549 4.7582 0.8205 0.0 -0.1 0.0
C 1.5485 3.3799 0.9660 0.0 -0.1 0.1
C 0.7718 5.6159 0.9641 0.0 0.1 0.1
H 0.3432 2.9939 -2.1397 0.0 0.0 0.0
H 1.9733 2.5923 -1.5234 0.0 0.0 0.0
H -1.0652 3.7484 1.1109 0.0 0.0 0.0
H -1.3913 3.6551 -0.6309 0.0 0.0 0.0
H 0.6425 6.5215 -1.4855 0.0 0.0 0.0
H -0.4081 5.2459 -2.1255 0.0 0.0 0.0
H 2.8153 5.9768 -0.6471 0.0 0.0 0.0
H 3.3728 4.2919 -0.6500 0.0 0.0 0.0
H 1.1098 3.2227 1.9543 0.0 0.0 0.0
H 2.4216 2.7307 0.8407 0.0 0.0 0.0
H 1.0754 6.6566 0.8522 0.0 0.0 0.0
H 0.3501 5.4795 1.9612 0.0 0.0 0.0

---

No. 2
9
Properties=species:S:1:pos:R:3:forces:R:3 method="wB97M-V/def2-TZVPD" max_force_ev_per_a=4.7 e_homo_ev=-8.67 orbital_gap_ev=8.61 total_energy_ha=-946.2646 e_lumo_ha=-0.0023
C 0.5358 0.9168 -0.2128 -3.7 1.8 -2.3
H -1.9810 -1.6589 1.0435 1.1 1.2 -3.6
H -1.4539 1.2031 0.1375 -0.1 0.3 0.0
H 0.2656 1.8577 -0.7462 0.9 0.1 1.0
H 1.1513 -1.1122 0.7298 -0.1 -1.4 0.6
N -0.8035 0.4485 0.2153 1.9 -1.8 -0.4
N 1.6509 0.4576 -0.5160 0.8 0.3 -0.3
S -1.4900 -1.0145 -0.4793 -0.6 -0.4 4.4
S 2.1249 -1.0982 -0.1719 -0.2 -0.3 0.6

---

No. 3
19
Properties=species:S:1:pos:R:3:forces:R:3 method="wB97M-V/def2-TZVPD" total_charge=+1 max_force_ev_per_a=4.8 e_homo_ev=-13.82 orbital_gap_ev=10.99 total_energy_ha=-327.3648 smiles="C=C(OC)[NH+](C)C" e_lumo_ha=-0.1038
C 1.8160 -0.8526 0.0191 1.0 -1.1 2.5
C 0.6275 -0.2798 0.1583 0.7 -1.0 -2.9
C -1.5660 -1.2786 -0.6930 -2.0 2.1 0.0
C -0.8203 1.1333 -1.3780 -0.5 -1.3 -1.0
C 0.8990 1.0325 2.1233 -0.7 3.4 1.2
N -0.4178 -0.3169 -1.1130 -1.2 0.4 4.6
O 0.1411 0.4478 1.1013 -1.9 -0.2 -0.1
H 2.4868 -0.9303 0.9500 -1.2 0.7 -1.3
H 2.1593 -1.6382 -0.6355 -0.5 0.5 -0.9
H -1.9456 -0.9383 0.3020 0.0 0.2 -1.1
H -2.4093 -1.4388 -1.4568 1.4 1.1 0.9
H -1.2585 -2.2481 -0.4879 1.6 -1.7 0.1
H -1.1048 1.5349 -0.4412 0.1 0.5 0.9
H 0.0001 1.6643 -1.8610 -0.1 -0.2 0.2
H -1.7359 1.1659 -1.9761 0.4 -0.3 -0.3
H 0.0861 1.6660 2.7347 2.1 -1.0 -1.6
H 1.7068 1.6550 1.6300 -0.9 -0.5 0.8
H 1.3226 0.4002 2.8728 0.3 -1.1 0.0
H 0.0128 -0.7781 -1.8491 1.5 -0.6 -1.9